DFT (the ωB97M-V functional and the def2-TZVPD basis) results for C33H50Cl2NdP2 as an isolated structure.

Last column: Löwdin charge in e.
Positions of all 88 atoms, in Å:
H (-1.732, -4.423, -3.986)  0.110
C (0.496, 0.100, 7.556)  -0.099
H (-3.891, 1.436, -2.215)  0.117
H (0.210, 1.033, 9.473)  0.096
C (-0.822, 5.734, 1.442)  -0.171
H (-1.851, 3.782, 4.097)  0.087
H (-3.443, 0.030, -4.650)  0.113
C (-0.429, -5.441, -2.603)  -0.213
H (0.925, 1.101, 4.249)  0.006
H (0.942, 1.850, -3.263)  0.101
H (-0.535, 0.960, -4.437)  0.096
H (2.286, -0.639, -2.067)  0.085
C (-1.632, -4.530, -2.895)  -0.198
H (1.046, -4.644, -3.957)  0.110
C (3.084, 1.816, -2.973)  -0.193
H (-2.530, 0.954, -5.855)  0.105
P (-0.017, -0.760, -1.767)  1.035
H (-0.499, -6.350, -3.215)  0.101
C (1.798, -0.580, -4.171)  -0.207
C (-0.809, 3.029, 2.365)  -0.432
H (-1.091, -0.708, -4.690)  0.103
H (-3.178, 3.053, -2.159)  0.113
H (1.417, -3.121, 9.562)  0.096
C (-1.440, 5.383, 2.664)  -0.149
H (1.057, -0.111, -4.836)  0.092
Cl (2.425, 0.381, 0.933)  -0.262
H (-0.908, 2.133, -2.181)  0.102
H (-0.847, 6.773, 1.088)  0.068
C (1.648, 0.376, 4.671)  -0.324
C (-0.986, 1.670, 2.757)  -0.360
H (2.441, 0.150, 3.938)  -0.012
H (-1.940, 6.155, 3.258)  0.081
H (-1.578, 1.656, 3.694)  -0.027
C (-1.751, 1.443, -2.008)  -0.220
C (1.667, 1.366, -2.588)  -0.238
C (-2.661, 0.794, -4.777)  -0.199
Cl (-2.226, -1.577, 0.964)  -0.265
H (-0.159, -2.178, -3.656)  0.087
H (-1.580, -3.234, -1.154)  0.060
C (1.153, -2.216, 9.005)  -0.103
H (0.420, 5.017, -0.186)  0.083
C (-1.453, 0.096, -2.678)  -0.436
C (1.535, -0.154, -2.715)  -0.438
H (-1.335, -0.168, 5.409)  0.039
H (2.136, 0.775, 5.586)  0.040
C (-0.044, 3.430, 1.198)  -0.122
C (0.996, -3.348, -2.208)  -0.213
H (1.961, -2.891, -2.467)  0.098
H (-2.552, -5.005, -2.526)  0.107
C (-3.078, 2.101, -4.101)  -0.210
H (1.447, -3.145, 7.056)  0.087
H (-2.365, -2.534, -2.560)  0.097
C (-0.111, 4.743, 0.732)  -0.150
C (0.768, -1.047, 9.680)  -0.105
Nd (-0.104, -0.143, 1.429)  0.908
P (0.862, -1.253, 5.060)  0.889
H (2.904, 1.941, -5.115)  0.109
C (-1.412, 4.076, 3.138)  -0.107
H (-0.468, -5.766, -1.551)  0.112
H (1.733, -5.362, -2.489)  0.106
H (0.246, 1.009, 6.995)  0.113
C (3.468, 1.350, -4.381)  -0.210
C (-3.050, 2.046, -2.572)  -0.188
C (0.461, 0.113, 8.955)  -0.092
C (1.190, -2.236, 7.607)  -0.123
H (0.688, -1.049, 10.775)  0.097
H (-1.289, -0.990, 3.795)  -0.043
H (1.441, 1.699, -1.564)  0.073
H (0.618, 2.676, 0.739)  0.029
H (-2.288, -0.594, -2.464)  0.094
C (-1.502, -3.136, -2.248)  -0.227
H (3.306, -0.358, -5.696)  0.105
C (-0.970, -1.042, 4.853)  -0.314
H (3.788, 1.405, -2.235)  0.114
C (-1.342, 0.248, -4.201)  -0.208
H (4.527, 1.561, -4.554)  0.102
C (3.201, -0.138, -4.626)  -0.198
H (-4.082, 2.373, -4.433)  0.102
H (3.136, 2.909, -2.912)  0.110
C (0.912, -4.738, -2.868)  -0.200
H (0.995, -3.483, -1.114)  0.121
C (0.859, -1.079, 6.883)  -0.425
H (-1.838, 1.326, -0.912)  0.090
H (1.699, -1.668, -4.309)  0.096
C (-0.180, -2.436, -2.584)  -0.470
H (-1.436, -1.936, 5.296)  0.042
H (-2.408, 2.900, -4.441)  0.111
H (3.949, -0.742, -4.090)  0.113

Values from the calculation:
HOMO (spin up / spin down): -2.03 / -2.07 eV
Total charge: -1
LUMO level (spin up / spin down): 2.389 / 2.388 eV
Orbital gap (spin up / spin down): 4.4 / 4.5 eV
Multiplicity: 4

DFT (the ωB97M-V functional and the def2-TZVPD basis) results for a 4-piece molecular cluster, C3H13NO4 overall.

Last column: Löwdin charge in e.
Positions of all 21 atoms, in Å:
O (-2.567, -1.216, -0.494)  0.188
H (-0.150, -2.309, 0.794)  0.153
H (-1.569, 1.162, -1.534)  0.005
H (2.465, 1.342, -0.533)  0.020
H (1.769, 0.244, 1.709)  0.111
H (-2.697, 1.619, -2.540)  0.077
H (1.103, -0.364, -2.691)  0.074
N (-0.183, -0.535, 1.916)  0.051
H (-0.038, -0.860, -0.183)  0.105
C (0.744, 0.584, 1.871)  -0.005
H (0.685, 1.131, 2.813)  0.115
C (-0.451, -1.271, 0.752)  -0.084
H (-0.043, 0.559, -2.422)  0.022
H (0.537, 1.197, 0.996)  0.104
H (-0.051, -1.130, 2.732)  0.174
O (3.262, 0.789, -0.559)  -0.051
H (2.947, -0.095, -0.354)  0.016
O (-1.738, 1.542, -2.395)  -0.041
C (-2.088, -1.245, 0.570)  -0.126
H (-2.647, -1.280, 1.519)  0.153
O (0.709, 0.137, -1.967)  -0.060

Values from the calculation:
Energy relative to the best compared isomer or geometry (same formula, charge and spin): 0.394 eV
HOMO (spin up / spin down): -14.42 / -14.40 eV
Total charge: +1
LUMO level (spin up / spin down): -4.132 / -8.355 eV
Orbital gap (spin up / spin down): 10.3 / 6.0 eV
Multiplicity: 2

DFT (the ωB97M-V functional and the def2-TZVPD basis) results for a 2-piece molecular cluster, C26H46ClNO3 overall.

Last column: Löwdin charge in e.
Positions of all 77 atoms, in Å:
H (0.808, 0.820, -1.374)  0.116
H (7.383, 1.733, -3.463)  0.128
C (-1.051, -1.424, -3.551)  -0.209
H (0.022, -1.285, -3.661)  0.099
H (4.567, 1.948, -1.178)  0.108
C (-1.557, 3.706, 7.067)  -0.074
H (-3.682, 1.713, 1.762)  0.068
H (-0.860, -3.414, -4.233)  0.103
H (-2.226, 0.227, 0.193)  0.073
C (4.291, 2.447, -2.097)  -0.180
C (6.757, 1.910, -2.595)  -0.152
C (1.745, 2.345, -2.524)  -0.203
H (-1.599, -0.489, 1.636)  0.100
C (-0.745, 1.862, -2.413)  -0.195
H (-0.768, 2.701, -3.102)  0.102
H (1.758, 3.008, -1.668)  0.109
H (3.130, 0.668, -2.420)  0.109
C (-2.573, -3.095, 1.982)  -0.213
O (8.452, -0.435, -1.730)  0.084
Cl (8.030, -0.686, 1.065)  0.745
C (-1.892, 0.887, -2.758)  -0.191
H (-1.824, -5.164, -1.724)  0.114
H (-4.035, -4.196, 0.849)  0.107
O (7.086, 0.247, 0.032)  -0.438
H (-2.529, 1.218, 3.028)  0.041
C (-1.275, -2.923, -3.357)  -0.201
C (3.118, 1.698, -2.767)  -0.194
O (6.408, 0.626, -2.028)  0.002
C (-2.166, 3.198, 5.929)  -0.152
C (-0.533, -3.487, -2.134)  -0.205
H (-0.762, -4.732, -0.422)  0.107
H (-2.208, 1.007, -3.789)  0.103
C (0.658, 1.270, -2.352)  -0.218
H (-3.333, -1.561, 3.245)  0.108
H (-1.596, -2.660, 1.797)  0.104
H (-1.090, 0.148, 5.839)  0.103
H (1.476, 2.884, -3.426)  0.107
H (0.826, 0.535, -3.129)  0.096
C (-2.689, 1.331, 1.964)  -0.101
C (-1.405, -4.312, -1.194)  -0.210
H (-1.503, -1.109, -4.489)  0.110
H (-1.726, 4.730, 7.368)  0.100
H (-2.819, 3.820, 5.327)  0.105
H (0.080, 0.877, 7.909)  0.100
H (-2.469, -3.708, 2.876)  0.104
C (-2.966, -4.013, 0.822)  -0.193
H (3.280, 1.662, -3.838)  0.102
H (-4.574, -0.306, 1.487)  0.103
H (-2.619, -1.029, -2.209)  0.105
C (7.416, 0.097, -1.302)  -0.612
H (0.284, -4.113, -2.478)  0.104
C (-0.734, 2.868, 7.801)  -0.083
C (-1.649, -0.588, -2.428)  -0.232
H (-4.579, -2.472, 2.459)  0.107
C (-1.207, 1.159, 6.214)  -0.153
H (3.912, 3.430, -1.838)  0.099
C (5.504, 2.659, -3.015)  -0.157
H (5.765, 3.712, -3.019)  0.112
H (-3.835, -1.331, 0.262)  0.090
H (-0.078, -2.688, -1.555)  0.105
C (-3.701, -0.907, 1.253)  -0.202
H (-0.241, 3.225, 8.696)  0.105
N (-2.002, 1.950, 5.498)  0.053
C (-2.512, -3.485, -0.542)  -0.216
H (-0.962, 2.285, -1.435)  0.103
H (7.342, 2.497, -1.893)  0.133
H (-1.073, -0.651, -1.510)  0.089
H (5.279, 2.397, -4.041)  0.106
C (-2.473, 0.013, 1.231)  -0.252
C (-3.605, -2.021, 2.294)  -0.209
H (-2.494, -4.977, 0.993)  0.100
H (-2.337, -3.147, -3.330)  0.105
H (-1.976, 2.082, 1.637)  0.064
H (-3.364, -3.504, -1.219)  0.109
H (-2.186, -2.454, -0.489)  0.075
H (-2.746, 1.200, -2.162)  0.096
C (-0.553, 1.565, 7.367)  -0.074

Values from the calculation:
Energy relative to the best compared isomer or geometry (same formula, charge and spin): 0.000 eV
HOMO: -9.85 eV
LUMO level: -0.146 eV
Orbital gap: 9.7 eV
Multiplicity: 1

DFT (the ωB97M-V functional and the def2-TZVPD basis) results for one molecule with the formula C4H6N2O2.

Last column: Löwdin charge in e.
Positions of all 14 atoms, in Å:
H (1.492, 1.539, 1.013)  -0.021
C (-0.273, -0.630, -0.267)  -0.472
C (0.126, 1.366, -1.343)  -0.405
H (0.055, 0.457, 1.730)  0.152
C (1.220, 0.597, 1.151)  -0.016
N (-0.567, -1.406, 0.806)  0.037
H (2.096, -0.139, 1.754)  0.150
O (0.555, 2.466, -1.476)  0.145
H (-1.591, -1.657, 0.776)  0.122
H (-2.030, -0.973, -1.458)  0.087
C (-1.224, -0.383, -1.233)  -0.079
H (0.240, -2.236, 0.884)  0.188
N (0.791, 0.286, -0.377)  0.033
O (-0.889, 0.714, -1.960)  0.079

Values from the calculation:
Energy relative to the best compared isomer or geometry (same formula, charge and spin): 4.337 eV
HOMO: -7.84 eV
LUMO level: 0.579 eV
Orbital gap: 8.4 eV
Multiplicity: 1

DFT (the ωB97M-V functional and the def2-TZVPD basis) results for C32H30N3O3PRe as an isolated structure.

Last column: Löwdin charge in e.
Positions of all 70 atoms, in Å:
C (-2.486, 3.332, 5.767)  0.091
C (-4.448, -1.965, 3.592)  -0.035
C (-3.239, 4.533, -0.181)  0.070
H (2.465, 1.626, -1.243)  0.146
H (-1.485, 3.535, 0.595)  0.073
H (-5.156, 5.381, -0.767)  0.150
C (2.438, 0.506, 0.638)  -0.091
C (2.714, -0.460, -1.544)  -0.092
H (-0.250, -4.852, 5.274)  0.111
N (0.614, 4.295, 1.030)  0.119
C (-0.413, -4.299, 4.328)  -0.043
C (-0.644, 1.769, 5.824)  0.046
H (2.419, 1.372, 1.284)  0.153
C (-1.339, 2.834, 6.395)  0.050
H (-2.666, 5.245, -0.782)  0.154
O (-1.259, 0.959, -2.452)  0.189
H (-3.077, -0.537, 4.396)  0.104
C (-4.640, 4.619, -0.175)  0.036
H (-5.800, -3.291, 2.502)  0.134
N (0.320, -1.771, 4.399)  0.121
H (-4.516, -2.549, 4.516)  0.129
C (-0.123, -2.159, -6.158)  -0.054
C (-3.328, 2.626, 1.322)  -0.230
C (-2.135, 1.821, 3.926)  -0.226
H (2.839, 5.915, 2.522)  0.103
H (-5.751, -1.907, 0.424)  0.130
C (-2.853, 2.872, 4.500)  0.027
H (1.950, -0.868, 2.226)  0.139
C (-1.067, 1.231, 4.612)  0.031
C (2.148, -1.893, 0.333)  -0.182
H (3.659, 5.416, 1.016)  0.098
H (-3.674, 3.337, 3.951)  0.129
C (-0.426, 0.450, -1.808)  -0.029
N (-1.764, -1.936, -4.133)  0.113
H (-0.570, 0.363, 4.176)  0.082
H (-6.483, 3.749, 0.582)  0.160
C (1.611, 4.878, 1.189)  -0.248
C (2.533, 0.682, -0.755)  -0.184
H (-3.084, 4.108, 6.238)  0.158
H (-4.259, 0.075, 0.282)  0.113
H (1.807, -2.860, 0.656)  0.153
C (-0.619, -1.842, -0.214)  -0.077
C (-3.648, -0.820, 3.507)  -0.068
H (-5.325, 2.011, 1.908)  0.143
P (-2.449, 1.321, 2.226)  0.796
Re (0.869, -0.507, -0.427)  1.348
C (2.205, -0.770, 1.176)  -0.124
C (-4.341, -0.506, 1.202)  -0.093
H (-0.713, -2.326, -7.077)  0.112
C (-4.733, 2.723, 1.330)  0.032
C (-2.584, 3.563, 0.583)  0.036
C (-5.193, -2.382, 2.483)  -0.018
H (-1.475, -4.388, 4.047)  0.090
O (-1.581, -2.521, -0.150)  0.204
H (0.176, -4.792, 3.539)  0.094
O (-1.139, 0.959, 1.565)  -0.359
C (2.456, -1.722, -1.034)  -0.138
H (3.087, -0.378, -2.551)  0.171
C (-5.154, -1.638, 1.298)  -0.034
C (2.718, 5.782, 1.440)  -0.043
H (2.602, -2.581, -1.663)  0.170
C (-0.015, -2.885, 4.433)  -0.228
C (-1.002, -2.042, -4.997)  -0.269
H (0.244, 1.356, 6.295)  0.147
H (0.554, -2.990, -6.065)  0.080
H (2.481, 6.755, 0.991)  0.110
C (-5.388, 3.705, 0.575)  0.077
C (-3.588, -0.086, 2.309)  -0.296
H (0.504, -1.273, -6.252)  0.085
H (-0.971, 3.261, 7.330)  0.153

Values from the calculation:
Energy relative to the best compared isomer or geometry (same formula, charge and spin): 2.555 eV
HOMO (spin up / spin down): -19.16 / -19.14 eV
Total charge: +4
LUMO level (spin up / spin down): -13.406 / -15.003 eV
Orbital gap (spin up / spin down): 5.8 / 4.1 eV
Multiplicity: 4

Number 1: electronic energy -3452.0595 Eh, largest force on an atom 2.2 eV/A. Number 2: electronic energy -477.4596 Eh, largest force on an atom 2.6 eV/A. Number 3: electronic energy -1758.8605 Eh, largest force on an atom 4.1 eV/A. Number 4: electronic energy -415.8813 Eh, largest force on an atom 6.1 eV/A. Number 5: electronic energy -2045.3324 Eh, largest force on an atom 8.0 eV/A.